No. 1
56
Properties=species:S:1:pos:R:3 method="wB97M-V/def2-TZVPD" e_above_lowest_kcal_mol=11.77 spin_multiplicity=1 total_charge=-1 orbital_gap_ev=7.371
Sr 0.2945 -0.1918 0.4777
F 5.7163 1.3638 -0.3599
C 4.7983 1.0899 -1.2811
F 4.9116 1.9541 -2.2825
F 5.0090 -0.1418 -1.7461
S 3.1082 1.1475 -0.5575
O 3.1024 0.1857 0.5310
O 2.1884 0.8253 -1.6172
N 3.1134 2.6441 -0.0983
S 1.8675 3.2485 0.6555
O 0.6492 2.4926 0.4358
O 1.8383 4.6650 0.5118
C 2.2444 2.9698 2.4490
F 3.4846 3.3614 2.7393
F 1.3901 3.6697 3.1917
F 2.1245 1.6786 2.7577
S -2.1735 -0.6012 -0.9256
C -1.7214 -2.2461 -0.5662
C -2.6952 -3.2608 -0.4689
C -2.3170 -4.5488 -0.1847
C -0.9669 -4.8447 0.0140
C -0.0739 -3.8044 -0.0752
N -0.4207 -2.5453 -0.3645
H -3.7321 -2.9928 -0.6128
H -3.0652 -5.3284 -0.1024
H -0.6292 -5.8415 0.2592
H 0.9845 -3.9714 0.0956
Cl 0.9516 -5.2857 4.3810
C 1.7151 -3.8008 3.9191
C 2.2351 -3.7183 2.6414
C 2.9182 -2.5854 2.2341
C 3.0897 -1.5377 3.1239
C 2.5434 -1.6287 4.3888
Cl 2.7507 -0.2760 5.4735
C 1.8118 -2.7398 4.8288
N 1.2774 -2.7935 6.1170
C -0.1094 -3.1265 6.3333
C -0.3898 -4.1696 7.2080
C -1.6961 -4.5475 7.4613
C -2.7330 -3.8810 6.8220
C -2.4515 -2.8269 5.9712
C -1.1439 -2.4116 5.7256
C -0.8948 -1.2116 4.8603
C -0.6812 -1.5016 3.3648
O -0.8931 -2.6236 2.9173
O -0.2810 -0.4802 2.7031
H 2.1022 -4.5607 1.9768
H 3.3244 -2.5135 1.2343
H 3.6150 -0.6407 2.8297
H 1.5716 -2.0024 6.6717
H 0.4427 -4.6959 7.6569
H -1.9032 -5.3673 8.1377
H -3.7604 -4.1782 6.9925
H -3.2602 -2.2969 5.4817
H -0.0371 -0.6357 5.2121
H -1.7527 -0.5374 4.9173

No. 2
44
Properties=species:S:1:pos:R:3 method="wB97M-V/def2-TZVPD" spin_multiplicity=3 total_charge=+4 s_squared=2.036 orbital_gap_ev="5.049 / 3.775"
Lu 0.3257 -0.6018 -7.2475
Au -0.7071 -1.1813 -3.0740
Cl -1.3747 0.3929 -6.0975
Cl 0.7930 -0.1173 -4.4534
C -1.7422 -2.3368 -1.9108
C -0.1402 0.2506 -9.5169
C 0.1151 -1.9483 -9.3445
O -2.2538 -3.3445 -1.6982
O -0.5311 0.4791 -10.5891
O -0.0118 -2.5134 -10.3534
C 4.4867 -0.6063 2.8634
C 3.9609 -1.7243 2.1973
C 2.8284 -1.5768 1.3812
C 2.1579 -0.3576 1.3386
C 2.6698 0.7604 1.9896
C 3.8393 0.6387 2.7606
Sb 0.1882 -0.2578 0.2769
C -1.0302 -1.2098 1.9193
C -2.3970 -1.2993 1.7135
C -3.2171 -1.8161 2.7323
C -2.6402 -2.3900 3.8761
C -1.2392 -2.2992 4.0564
C -0.4483 -1.6568 3.0930
C -0.5537 1.8156 0.4487
C -1.4406 2.2082 1.4421
C -2.0167 3.4884 1.4265
C -1.5490 4.4502 0.5073
C -0.5296 4.0882 -0.4145
C -0.0235 2.7738 -0.4144
H 5.3987 -0.7003 3.4686
H 4.4294 -2.7007 2.3369
H 2.4752 -2.4228 0.8022
H 2.1784 1.7272 1.9235
H 4.2303 1.5080 3.3072
H -2.8712 -0.9504 0.8036
H -4.3099 -1.7794 2.6724
H -3.2532 -2.8512 4.6679
H -0.7631 -2.6924 4.9631
H 0.6052 -1.4879 3.2813
H -1.6437 1.5538 2.2750
H -2.7945 3.7500 2.1595
H -1.9082 5.4980 0.5741
H -0.1254 4.8648 -1.0960
H 0.8327 2.5745 -1.0482

No. 3
58
Properties=species:S:1:pos:R:3 method="wB97M-V/def2-TZVPD" spin_multiplicity=2 total_charge=+3 s_squared=0.789 orbital_gap_ev="4.073 / 3.810"
Mo -0.3500 0.6483 0.1327
C 3.1672 1.8746 -2.0524
C 1.9438 2.1204 -1.4772
N 1.3959 0.9628 -1.0321
N 2.2761 -0.0250 -1.3397
C 3.3446 0.4977 -1.9383
B 1.8877 -1.4392 -0.8860
N 0.4029 -1.6557 -1.4394
C -0.0324 -2.6492 -2.1940
C -1.3960 -2.4541 -2.5001
C -1.7498 -1.3022 -1.8639
N -0.6595 -0.8078 -1.1941
N 1.7944 -1.3186 0.6906
C 2.4320 -1.9410 1.6648
C 2.0167 -1.4242 2.9146
C 1.0795 -0.4842 2.6240
N 0.9225 -0.4059 1.2597
N 2.7531 -2.5251 -1.3488
C 3.3672 -2.7422 -2.5593
C 3.7525 -4.0478 -2.6009
C 3.2973 -4.5972 -1.3800
N 2.6977 -3.6968 -0.6325
H 3.8451 2.5845 -2.4945
H 1.4397 3.0640 -1.3585
H 4.1769 -0.1208 -2.2343
H 0.6332 -3.4584 -2.4611
H -2.0199 -3.0906 -3.1051
H -2.6951 -0.7838 -1.8281
H 3.1078 -2.7485 1.4250
H 2.3684 -1.7294 3.8861
H 0.5054 0.1580 3.2740
H 3.4728 -1.9677 -3.3019
H 4.2866 -4.5457 -3.3918
H 3.4026 -5.6089 -1.0203
O -2.0820 6.6249 0.1558
C -1.6029 5.5907 0.0578
C -1.8234 4.4134 -1.1834
O -2.4008 4.6546 -2.1602
C -1.1292 3.2626 -0.6017
C -0.4244 3.4554 0.5520
O 0.0340 2.3522 1.0700
C -0.5489 4.7914 1.1529
O -0.1355 5.3385 2.0896
O -1.2240 2.0189 -0.9779
C -3.0264 -1.0558 2.8291
C -2.9548 0.1715 1.9497
O -1.7544 0.1752 1.1452
C -4.1115 0.2100 0.9141
F -3.8766 1.1468 -0.0222
F -4.1718 -0.9648 0.2862
F -5.2542 0.4624 1.5100
C -2.8502 1.4717 2.7855
F -1.7000 1.4466 3.4743
F -3.8569 1.5974 3.6114
F -2.7933 2.5581 1.9833
H -2.9201 -1.9549 2.2265
H -4.0021 -1.0798 3.3164
H -2.2576 -1.0269 3.5983

No. 4
49
Properties=species:S:1:pos:R:3 method="wB97M-V/def2-TZVPD" e_above_lowest_kcal_mol=0.00 spin_multiplicity=1 total_charge=-2 orbital_gap_ev="6.186 / 4.123"
Sc -0.2511 0.6524 -0.7267
C 0.4792 4.0865 1.9863
C -0.2051 3.1618 1.2409
N 0.2842 1.9252 0.9376
C 1.5143 1.5899 1.4759
C 2.3045 2.5085 2.2103
C 1.7653 3.7964 2.4733
C 3.5835 2.0971 2.6357
C 4.0609 0.8376 2.3267
C 3.2664 -0.0785 1.6392
C 1.9731 0.2710 1.2453
N 1.0582 -0.5324 0.5527
C 0.9573 -1.8569 0.6886
C 1.6670 -2.7372 1.5148
C 1.4030 -4.1153 1.5236
C 0.4348 -4.6971 0.7442
C -0.3667 -3.8461 -0.0600
C -1.4527 -4.3179 -0.8292
C -2.2360 -3.4399 -1.5253
C -1.9270 -2.0696 -1.4652
N -0.9125 -1.6015 -0.7767
C -0.1239 -2.4621 -0.0767
H 0.0141 5.0451 2.1855
H -1.1891 3.3812 0.8469
H 2.3367 4.5167 3.0458
H 4.1983 2.7978 3.1920
H 5.0650 0.5503 2.6220
H 3.6863 -1.0375 1.3698
H 2.4137 -2.3641 2.1989
H 2.0018 -4.7363 2.1831
H 0.2484 -5.7638 0.7548
H -1.6573 -5.3834 -0.8459
H -3.0800 -3.7721 -2.1143
H -2.5245 -1.3456 -2.0030
N -3.3381 1.8377 -2.4829
C -3.4277 1.6447 -1.1139
N -4.5495 1.8216 -0.4361
N -4.2076 1.5337 0.8383
N -2.9651 1.2136 0.9116
N -2.4125 1.2866 -0.3263
C -2.4448 1.0961 -3.2421
N -2.6544 0.7960 -4.5144
N -1.5699 0.0684 -4.8543
N -0.7749 -0.0546 -3.8487
N -1.3001 0.5963 -2.7834
H -4.2312 1.9729 -2.9272
C 1.3738 1.5384 -1.9205
H 1.3647 1.7851 -2.9870
H 2.3472 1.8031 -1.4841

No. 5
42
Properties=species:S:1:pos:R:3 method="wB97M-V/def2-TZVPD" smiles="S=c1sc2ccccc2n1CNc1ccc(-c2nc3ccccc3o2)cc1" e_above_lowest_kcal_mol=22.55 spin_multiplicity=1 total_charge=0 orbital_gap_ev=7.806
S 0.9762 -4.1147 -2.6677
C 1.9516 -4.2554 -1.3101
S 2.0770 -5.8770 -0.6447
C 3.0236 -5.2440 0.7712
C 3.6176 -5.9526 1.8620
C 4.1505 -5.2863 3.0282
C 4.2105 -3.8198 2.9646
C 3.5946 -3.0897 1.9054
C 3.0074 -3.7786 0.7939
N 2.4186 -3.2840 -0.4436
C 2.0748 -1.8318 -0.6860
N 0.7198 -1.5572 -0.2403
C 0.2399 -0.3165 -0.1135
C 0.8251 0.7433 -0.7923
C 0.3334 2.0338 -0.6156
C -0.8694 2.2843 0.1671
C -1.4304 3.6339 0.3801
N -2.5428 4.0005 1.0063
C -2.5157 5.3613 0.8899
C -3.4327 6.2868 1.2915
C -3.1066 7.6599 1.0441
C -1.8556 8.0281 0.4190
C -0.9568 7.0604 0.0322
C -1.3400 5.7364 0.2374
O -0.6381 4.6493 -0.0619
C -1.5107 1.2091 0.7362
C -1.0131 -0.0254 0.5411
H 3.7741 -7.0307 1.7623
H 4.5728 -5.7026 3.8758
H 4.6602 -3.2404 3.7106
H 3.4102 -2.0226 1.9192
H 2.1027 -1.5967 -1.7311
H 2.7394 -1.1310 -0.1018
H -0.0115 -2.1980 -0.6072
H 1.8092 0.7015 -1.3322
H 0.9334 2.8478 -1.0850
H -4.3606 5.9654 1.7244
H -3.7541 8.4684 1.3706
H -1.7195 9.1103 0.2536
H -0.0238 7.2788 -0.3456
H -2.4157 1.3907 1.3105
H -1.5002 -0.8699 1.0066